Record 1
{
  "formula": "C2H2N3S2",
  "method": "ωB97M-V/def2-TZVPD",
  "total_charge": -1,
  "homo_lumo_gap_ev": [6.0761, 4.6251],
  "e_above_lowest_kcal_mol": 119.6,
  "lumo_energy_ev": [2.60, 1.25],
  "symbols": ["C", "C", "N", "N", "N", "S", "S", "H", "H"],
  "coordinates": [[0.54893, -1.03136, 0.56789], [-0.59632, -0.96565, 1.19612], [0.50726, 0.00594, -0.30866], [-0.59838, 0.74593, -0.10595], [-1.26387, 0.17856, 0.85941], [-2.62230, 1.00153, 1.44371], [-2.68671, -0.56453, -2.20380], [1.49605, -1.59114, 0.57068], [-2.26343, 0.42481, -1.61848]]
}

Record 2
{
  "formula": "C3H12N6O3Rb",
  "method": "ωB97M-V/def2-TZVPD",
  "total_charge": 1,
  "homo_lumo_gap_ev": 10.1610,
  "e_above_lowest_kcal_mol": 20.0,
  "lumo_energy_ev": -2.62,
  "symbols": ["Rb", "C", "O", "N", "N", "H", "H", "H", "H", "C", "O", "N", "N", "H", "H", "H", "H", "C", "O", "N", "N", "H", "H", "H", "H"],
  "coordinates": [[-0.56405, 0.06171, -2.41428], [0.40331, -2.81738, -0.51570], [-0.32838, -2.67439, -1.51549], [0.43359, -1.84919, 0.40986], [1.21435, -3.91147, -0.32667], [-0.48230, -1.50084, 0.63051], [0.90356, -1.96081, 1.30587], [1.50199, -4.27113, 0.57130], [1.29553, -4.55651, -1.10122], [2.19864, 1.70601, -0.43540], [1.04839, 1.46535, -0.76167], [2.46042, 2.66518, 0.48487], [3.34911, 1.04269, -0.83647], [3.35821, 3.02975, 0.48319], [1.51221, 2.95092, 0.96593], [4.34277, 1.32406, -0.65982], [3.28690, 0.40649, -1.63168], [-2.87206, 0.74060, 0.56600], [-1.98101, -0.11007, 0.37819], [-4.18294, 0.43188, 0.47476], [-2.57988, 2.10540, 0.74064], [-4.50587, -0.56168, 0.56849], [-4.90295, 1.11916, 0.77145], [-3.28162, 2.72438, 1.09912], [-1.62791, 2.43989, 0.74822]]
}

Record 3
{
  "formula": "C44H46F5N4O4P",
  "method": "ωB97M-V/def2-TZVPD",
  "total_charge": 0,
  "homo_lumo_gap_ev": 9.1445,
  "lumo_energy_ev": 0.08,
  "symbols": ["H", "N", "C", "C", "C", "C", "N", "C", "C", "N", "C", "C", "C", "P", "O", "O", "C", "C", "O", "C", "C", "N", "C", "O", "H", "H", "H", "H", "H", "H", "H", "H", "H", "H", "H", "H", "H", "H", "H", "H", "H", "H", "H", "H", "F", "C", "C", "C", "C", "C", "C", "H", "H", "H", "H", "H", "F", "C", "C", "C", "C", "C", "C", "H", "H", "H", "H", "H", "F", "C", "C", "C", "C", "C", "C", "H", "H", "H", "H", "H", "F", "C", "C", "C", "C", "C", "C", "H", "H", "H", "H", "H", "F", "C", "C", "C", "C", "C", "C", "H", "H", "H", "H", "H"],
  "coordinates": [[0.06205, -2.80544, 7.34406], [-0.93240, -2.87913, 7.08775], [-1.09959, -2.47290, 5.88822], [-2.54203, -2.47460, 5.22800], [-2.67685, -1.34859, 4.11607], [-4.12924, -0.75966, 4.26447], [-5.21638, -0.43848, 4.43886], [-2.41399, -1.85276, 2.61235], [-3.81120, -1.73530, 1.86781], [-4.83057, -1.62622, 1.34732], [-1.42463, -0.82170, 1.90132], [-0.12928, -1.46174, 1.26245], [0.89325, -2.10225, 2.29582], [2.31850, -0.99167, 2.76391], [3.26302, -0.97343, 1.59951], [3.19837, -1.67515, 4.05019], [2.74810, -3.01333, 4.35734], [3.64769, -3.71279, 5.47460], [1.89493, 0.57587, 3.13528], [0.93932, 0.65887, 4.22431], [0.15133, 2.03549, 4.01000], [-2.00842, -3.28710, 2.51209], [-2.51412, -3.81876, 1.49550], [-2.72438, -4.38553, 0.51158], [-0.22450, -2.07924, 5.29647], [-2.86913, -3.49746, 4.90611], [-3.23571, -2.17218, 6.07311], [-1.99764, -0.50077, 4.43029], [-1.10644, 0.04213, 2.54539], [-2.00226, -0.35981, 1.04145], [-0.39577, -2.22232, 0.47852], [0.40623, -0.61392, 0.70295], [0.31853, -2.41645, 3.20884], [1.34958, -3.00170, 1.78105], [1.70509, -2.98475, 4.78593], [2.79098, -3.71259, 3.46448], [4.69109, -3.92287, 5.12720], [3.10548, -4.68050, 5.71396], [3.58470, -3.06014, 6.38731], [1.40860, 0.68412, 5.24446], [0.21841, -0.21901, 4.21563], [-0.89981, 1.88344, 3.64004], [0.67981, 2.64626, 3.21387], [0.14291, 2.66922, 4.93538], [-0.20732, 0.71799, -0.41934], [0.03799, 1.61630, -1.39836], [0.85588, 2.69817, -1.13278], [1.11317, 3.61901, -2.13997], [0.54023, 3.45139, -3.39676], [-0.28502, 2.36076, -3.64888], [-0.53340, 1.43353, -2.64417], [1.28655, 2.81629, -0.14622], [1.75933, 4.46688, -1.94545], [0.73852, 4.17279, -4.18051], [-0.73327, 2.23261, -4.62424], [-1.16614, 0.57250, -2.82359], [-0.43209, 3.58355, -6.29651], [-0.66116, 4.79369, -6.83952], [-0.50240, 4.96618, -8.20283], [-0.74376, 6.21414, -8.76320], [-1.13036, 7.27610, -7.95246], [-1.28145, 7.09023, -6.58331], [-1.05100, 5.84008, -6.02283], [-0.19273, 4.12920, -8.81672], [-0.63003, 6.35932, -9.83093], [-1.31422, 8.25058, -8.39045], [-1.57883, 7.91918, -5.95190], [-1.17234, 5.67434, -4.95909], [3.15202, 4.19439, 0.49054], [4.21908, 3.63817, 1.09805], [4.14693, 2.32531, 1.52818], [5.24882, 1.75026, 2.14971], [6.40463, 2.50027, 2.34297], [6.46190, 3.82074, 1.91053], [5.36467, 4.39249, 1.27893], [3.23627, 1.76006, 1.37618], [5.20599, 0.72003, 2.48305], [7.26279, 2.05285, 2.83185], [7.36159, 4.40494, 2.06531], [5.39411, 5.41678, 0.92747], [2.27723, -3.96248, -0.74729], [2.50130, -3.07360, -1.73625], [3.31555, -1.98195, -1.49454], [3.54936, -1.06850, -2.51475], [2.95803, -1.25260, -3.76075], [2.13797, -2.35184, -3.98884], [1.91173, -3.27199, -2.97222], [3.75999, -1.85067, -0.51517], [4.19116, -0.21322, -2.33873], [3.13774, -0.53658, -4.55497], [1.67440, -2.49239, -4.95838], [1.28253, -4.13902, -3.13407], [-8.38662, -3.93707, -4.63908], [-7.49570, -3.80847, -3.64040], [-7.21495, -4.89947, -2.83728], [-6.29036, -4.76723, -1.80839], [-5.66643, -3.54405, -1.58889], [-5.96113, -2.45462, -2.39986], [-6.87725, -2.58786, -3.43590], [-7.71721, -5.84191, -3.01861], [-6.05683, -5.61693, -1.17760], [-4.94908, -3.44092, -0.78356], [-5.47726, -1.50077, -2.22504], [-7.11284, -1.75213, -4.08340]]
}

Record 4
{
  "formula": "C5H9FO2",
  "method": "ωB97M-V/def2-TZVPD",
  "total_charge": 0,
  "homo_lumo_gap_ev": 9.9113,
  "e_above_lowest_kcal_mol": 69.4,
  "lumo_energy_ev": 0.98,
  "symbols": ["C", "C", "O", "C", "C", "F", "O", "C", "H", "H", "H", "H", "H", "H", "H", "H", "H"],
  "coordinates": [[-2.73083, -0.75448, -0.26688], [-1.58429, -0.26694, 0.24049], [-0.41577, -0.29336, -0.42573], [0.70013, 0.47432, 0.01577], [0.56920, 1.85427, -0.44555], [-0.44666, 2.52556, 0.26366], [1.81532, -0.06974, -0.42313], [1.83317, -1.36886, 0.22799], [-3.70232, -0.84106, 0.20743], [-2.64868, -1.52198, -1.17222], [-1.59731, 0.44277, 1.15892], [0.67057, 0.38718, 1.18196], [0.34208, 1.91757, -1.53859], [1.57575, 2.43087, -0.28439], [1.15060, -1.94966, -0.32417], [3.02726, -1.63936, 0.26611], [1.44178, -1.32711, 1.31835]]
}

Record 5
{
  "formula": "C6H18ClO6",
  "method": "ωB97M-V/def2-TZVPD",
  "total_charge": -1,
  "homo_lumo_gap_ev": 9.6061,
  "e_above_lowest_kcal_mol": 8.3,
  "lumo_energy_ev": 3.34,
  "symbols": ["Cl", "C", "C", "O", "O", "H", "H", "H", "H", "H", "H", "C", "C", "O", "O", "H", "H", "H", "H", "H", "H", "C", "C", "O", "O", "H", "H", "H", "H", "H", "H"],
  "coordinates": [[-0.65866, -0.77627, -0.32597], [-0.12393, 2.92574, 0.24407], [1.17695, 2.89889, -0.58900], [1.42639, 1.67708, -1.26217], [-0.19695, 1.94003, 1.19725], [-1.01421, 2.96017, -0.38117], [-0.09442, 3.87563, 0.81016], [1.97729, 3.00895, 0.08816], [1.21880, 3.65139, -1.37136], [0.61796, 1.11833, -1.04290], [-0.47169, 1.07576, 0.87502], [-3.81078, -1.92099, 0.04079], [-4.49248, -0.69769, 0.69335], [-5.34544, 0.16180, -0.04829], [-3.41016, -1.69919, -1.31927], [-4.60699, -2.70002, -0.00543], [-3.00727, -2.32920, 0.69564], [-3.70241, -0.18561, 1.25910], [-5.19911, -1.08514, 1.45953], [-4.71728, 0.31947, -0.80786], [-2.45232, -1.55005, -1.31879], [3.10963, -1.19198, -0.27152], [4.54843, -0.91428, 0.04658], [5.26172, -2.06184, 0.67167], [2.38427, -1.56213, 0.91088], [3.14954, -1.95831, -1.05677], [2.71311, -0.24790, -0.69136], [4.68161, -0.10871, 0.76444], [5.09396, -0.69685, -0.88848], [4.48025, -2.58611, 0.86886], [1.46420, -1.34097, 0.75487]]
}

Values for DFT total energy, Ha, ordered as above
-1037.9028; -699.8122; -3064.8445; -446.1522; -1151.0938